(P)
C16H52BO10V as an isolated structure. Source: the Open Molecules 2025 dataset; level of theory: wB97M-V/def2-TZVPD.

Highest occupied orbital energy ... -9.23 eV
Orbital gap ... 7.87 eV

Atoms and positions in Å:
O (2.753, -0.194, 1.234)
V (1.200, -0.050, 1.577)
O (0.749, -1.394, 2.326)
B (0.174, -0.657, -0.397)
H (-0.413, -1.310, 0.336)
H (0.005, 0.426, -0.096)
H (1.300, -0.813, -0.381)
H (-0.238, -0.801, -1.460)
C (-2.438, -3.274, -1.554)
O (-2.475, -2.375, -0.439)
H (-1.769, -2.874, -2.320)
H (-2.081, -4.243, -1.195)
H (-3.447, -3.407, -1.940)
H (-1.569, -2.038, -0.331)
C (2.585, -3.557, -0.936)
O (1.181, -3.448, -1.167)
H (2.863, -3.131, 0.031)
H (2.969, -4.554, -1.127)
H (3.063, -2.902, -1.676)
H (0.917, -2.533, -1.017)
C (-1.429, 2.069, -3.362)
O (-1.764, 1.567, -2.083)
H (-0.364, 2.295, -3.448)
H (-1.707, 1.360, -4.145)
H (-1.998, 2.982, -3.538)
H (-1.238, 0.796, -1.835)
C (2.340, 3.278, 0.766)
O (1.335, 2.261, 0.772)
H (2.439, 3.764, -0.205)
H (2.061, 4.020, 1.516)
H (3.310, 2.856, 1.015)
H (0.453, 2.674, 0.675)
C (1.019, -6.220, 2.074)
C (-0.271, -5.873, 1.348)
C (-0.863, -4.541, 1.786)
O (-0.072, -5.874, -0.057)
H (1.656, -5.331, 2.077)
H (1.460, -7.070, 1.555)
H (0.827, -6.552, 3.096)
H (-0.980, -6.662, 1.621)
H (-0.975, -4.462, 2.871)
H (-1.783, -4.318, 1.252)
H (-0.119, -3.755, 1.596)
H (0.497, -5.109, -0.233)
C (-1.806, 1.811, 4.401)
C (-1.665, 0.701, 3.370)
C (-2.996, 0.334, 2.733)
O (-0.698, 1.010, 2.359)
H (-2.627, 1.639, 5.091)
H (-2.000, 2.747, 3.865)
H (-0.877, 1.978, 4.947)
H (-1.293, -0.234, 3.798)
H (-3.296, 1.171, 2.094)
H (-3.734, 0.187, 3.521)
H (-2.909, -0.559, 2.115)
H (-0.991, 1.847, 1.947)
C (-2.551, 4.764, 1.332)
C (-1.956, 4.176, 0.060)
C (-0.861, 4.993, -0.632)
O (-1.370, 2.889, 0.359)
H (-3.049, 5.705, 1.114)
H (-1.846, 4.859, 2.162)
H (-3.261, 4.028, 1.718)
H (-2.720, 3.968, -0.697)
H (-0.662, 4.613, -1.632)
H (0.043, 4.948, -0.022)
H (-1.119, 6.056, -0.664)
H (-1.500, 2.404, -0.488)
C (3.642, 0.857, -1.997)
C (2.639, 1.126, -3.094)
C (3.234, 1.631, -4.388)
O (1.851, -0.010, -3.398)
H (4.318, 1.706, -1.868)
H (4.228, -0.026, -2.275)
H (3.223, 0.660, -1.000)
H (1.991, 1.900, -2.646)
H (3.856, 0.869, -4.857)
H (3.837, 2.529, -4.245)
H (2.421, 1.947, -5.045)
H (1.336, -0.252, -2.623)



(Q)
C16H52BO10V as an isolated structure. Source: the Open Molecules 2025 dataset; level of theory: wB97M-V/def2-TZVPD.

Highest occupied orbital energy ... -9.45 eV
Orbital gap ... 6.02 eV

Atoms and positions in Å:
O (1.474, -3.387, -0.590)
V (1.874, -1.967, -1.249)
O (3.149, -2.286, -2.173)
B (-0.958, -0.330, 0.125)
H (0.056, -0.446, 0.474)
H (-1.429, 0.553, 0.527)
H (-0.850, -0.148, -0.933)
H (-1.564, -1.184, 0.384)
C (-0.038, -3.234, 3.964)
O (0.171, -4.171, 4.983)
H (-1.044, -3.010, 3.611)
H (0.364, -2.282, 4.309)
H (0.673, -3.519, 3.189)
H (-0.713, -4.534, 5.078)
C (-5.509, -1.544, 1.769)
O (-5.123, -0.686, 0.688)
H (-5.088, -1.170, 2.703)
H (-6.558, -1.809, 1.895)
H (-5.015, -2.499, 1.592)
H (-4.168, -0.619, 0.621)
C (-4.346, -0.909, -3.994)
O (-3.233, -0.042, -4.266)
H (-4.055, -1.764, -3.383)
H (-5.156, -0.288, -3.612)
H (-4.635, -1.531, -4.841)
H (-3.453, 0.859, -4.018)
C (2.676, 1.722, -3.739)
O (2.335, 1.372, -2.433)
H (2.100, 1.067, -4.393)
H (2.496, 2.740, -4.084)
H (3.726, 1.534, -3.965)
H (1.880, 2.156, -2.116)
C (5.806, 0.138, 2.168)
C (5.177, -1.114, 2.601)
C (4.810, -1.239, 4.086)
O (4.058, -1.268, 1.836)
H (5.100, 0.967, 2.210)
H (6.033, 0.028, 1.107)
H (6.685, 0.507, 2.697)
H (5.845, -1.932, 2.333)
H (5.631, -1.027, 4.772)
H (4.372, -2.201, 4.352)
H (4.075, -0.460, 4.290)
H (3.522, -0.587, 2.249)
C (0.852, -3.556, -6.017)
C (-0.278, -3.726, -4.990)
C (-0.271, -5.012, -4.248)
O (-0.158, -2.858, -3.851)
H (1.769, -3.854, -5.508)
H (0.848, -2.534, -6.397)
H (0.716, -4.276, -6.824)
H (-1.308, -3.671, -5.342)
H (0.678, -5.128, -3.725)
H (-0.189, -5.897, -4.880)
H (-1.105, -5.055, -3.548)
H (-0.799, -2.173, -4.053)
C (-3.190, 4.443, -0.260)
C (-2.505, 4.387, -1.623)
C (-2.311, 5.768, -2.180)
O (-1.301, 3.703, -1.236)
H (-2.544, 4.987, 0.430)
H (-3.376, 3.463, 0.180)
H (-4.185, 4.888, -0.241)
H (-3.094, 3.651, -2.170)
H (-1.825, 5.717, -3.154)
H (-1.815, 6.523, -1.570)
H (-3.322, 6.151, -2.320)
H (-1.596, 2.830, -0.965)
C (-0.214, 1.883, 5.063)
C (0.723, 2.604, 4.022)
C (1.695, 3.507, 4.783)
O (1.427, 1.769, 3.154)
H (-0.810, 2.541, 5.696)
H (0.480, 1.305, 5.673)
H (-0.876, 1.221, 4.504)
H (0.178, 3.276, 3.359)
H (2.091, 4.220, 4.060)
H (2.528, 2.958, 5.222)
H (1.184, 4.099, 5.543)
H (0.748, 1.390, 2.591)



Which structure is most stable? (P), by 7.817 eV over the runner-up.